No. 1
Computed, not measured: a 14-piece molecular cluster, C20H15BrCl52NO overall, with ωB97M-V/def2-TZVPD.

Results
LUMO level, eV: -3.18
Frontier orbital gap, eV: 9.03
Max |F|, eV/A: 1.66
Net charge: +1

XYZ file:
```
90
Properties=species:S:1:pos:R:3:forces:R:3:lowdin_charge:R:1
C -4.524 0.758 -4.297 -0.2 0.3 0.2 -0.09
C -3.366 1.554 -3.664 0.0 -0.2 -0.1 -0.25
C -2.126 1.609 -4.577 -0.1 -0.4 0.2 -0.17
C -0.808 1.984 -3.866 -0.6 0.6 -0.3 -0.30
C -0.961 3.048 -2.786 0.1 0.3 -0.1 -0.05
N -0.241 0.687 -3.306 0.6 -0.1 -0.1 0.10
C 0.734 0.737 -2.164 0.7 0.1 -0.1 -0.12
C 0.024 0.351 -0.881 0.4 1.0 0.0 -0.89
O -0.478 -0.705 -0.808 -1.0 -1.3 0.1 -0.02
Br -0.026 1.586 0.551 0.2 0.3 0.1 0.85
H -5.179 0.345 -3.519 0.2 0.1 -0.2 0.08
H -5.152 1.411 -4.917 0.2 -0.2 0.0 0.08
H -4.156 -0.067 -4.916 -0.1 0.1 0.1 0.07
H -3.097 1.074 -2.705 0.0 0.2 -0.2 0.11
H -3.714 2.570 -3.434 0.2 -0.2 0.1 0.11
H -2.269 2.292 -5.418 -0.1 0.0 0.2 0.08
H -2.024 0.601 -5.017 0.2 0.3 -0.1 0.12
H -0.112 2.359 -4.629 0.1 -0.4 0.3 0.13
H -1.621 3.837 -3.173 0.2 -0.3 0.1 0.06
H -1.397 2.663 -1.860 0.0 0.0 -0.2 0.06
H -0.004 3.531 -2.551 -0.2 -0.2 0.0 0.09
H -1.015 0.065 -3.046 0.0 0.0 0.1 0.17
H 0.240 0.217 -4.078 -0.2 -0.1 0.1 0.16
H 1.455 -0.077 -2.339 -0.2 0.3 0.1 0.07
H 1.271 1.685 -2.131 -0.3 -0.1 -0.1 0.13
C -1.635 5.795 -5.918 -0.1 0.0 0.1 -2.03
Cl -1.740 7.067 -7.122 0.0 0.0 0.0 0.57
Cl -0.860 4.363 -6.629 0.1 0.0 -0.1 0.55
Cl -0.685 6.343 -4.538 0.1 -0.1 0.0 0.52
Cl -3.257 5.347 -5.368 0.0 0.0 0.0 0.54
C 1.133 -2.035 3.508 0.1 0.0 0.0 -2.03
Cl 0.221 -1.701 2.027 0.0 0.0 0.0 0.48
Cl 0.600 -0.939 4.781 0.0 0.0 -0.1 0.51
Cl 0.843 -3.702 4.002 0.0 0.0 0.0 0.54
Cl 2.856 -1.798 3.192 0.0 0.0 0.0 0.53
C -1.797 9.812 -2.400 0.0 0.0 0.1 -2.05
Cl -0.136 9.961 -1.819 0.0 0.0 0.0 0.53
Cl -2.714 11.248 -1.965 0.1 -0.1 0.1 0.53
Cl -1.782 9.614 -4.156 -0.1 0.1 -0.1 0.49
Cl -2.551 8.385 -1.667 0.0 0.0 0.0 0.51
C -4.837 13.802 -5.514 0.0 0.0 0.0 -2.06
Cl -6.084 13.237 -6.629 0.0 0.0 0.0 0.52
Cl -5.593 14.660 -4.169 0.0 0.0 0.0 0.53
Cl -3.933 12.416 -4.886 0.0 0.0 -0.1 0.48
Cl -3.733 14.886 -6.362 0.0 0.0 0.0 0.53
C 2.875 -2.960 -2.542 0.0 -0.1 0.2 -2.02
Cl 2.883 -4.695 -2.758 0.0 0.1 0.0 0.53
Cl 2.130 -2.185 -3.972 -0.1 0.0 -0.2 0.52
Cl 1.915 -2.546 -1.115 0.1 0.0 0.1 0.57
Cl 4.514 -2.349 -2.358 0.0 0.0 0.0 0.56
C 3.787 -8.226 -1.167 0.1 0.0 0.2 -2.02
Cl 5.320 -7.340 -1.192 -0.1 0.0 -0.1 0.49
Cl 2.889 -7.954 -2.661 0.1 0.0 -0.1 0.48
Cl 4.102 -9.953 -1.000 0.0 0.0 0.0 0.54
Cl 2.840 -7.655 0.213 -0.1 0.0 0.0 0.52
C 5.927 -5.738 -5.958 0.0 0.0 0.0 -2.05
Cl 4.835 -6.562 -7.073 0.0 0.0 0.0 0.53
Cl 7.596 -6.004 -6.451 0.0 0.0 0.0 0.54
Cl 5.576 -3.999 -5.975 0.0 0.0 0.0 0.50
Cl 5.676 -6.357 -4.325 0.1 0.0 0.0 0.48
C -1.603 -8.270 -2.498 0.0 0.0 0.0 -2.06
Cl -1.609 -6.991 -3.724 0.0 0.0 0.0 0.51
Cl -1.336 -9.827 -3.281 0.0 0.0 0.0 0.54
Cl -0.300 -7.959 -1.349 -0.1 0.0 0.1 0.49
Cl -3.155 -8.283 -1.660 0.0 0.0 0.0 0.53
C -2.895 -4.786 2.210 0.0 0.0 0.0 -2.06
Cl -4.449 -5.410 1.653 0.0 0.0 0.0 0.53
Cl -3.160 -3.535 3.428 0.0 0.0 0.0 0.52
Cl -1.945 -6.099 2.906 0.0 0.0 0.0 0.52
Cl -2.017 -4.083 0.844 0.0 -0.1 -0.1 0.49
C -0.286 -0.449 8.873 0.0 0.0 0.1 -2.04
Cl -0.644 0.574 7.468 0.0 0.0 0.0 0.50
Cl 0.196 -2.056 8.324 0.0 0.0 0.0 0.53
Cl 1.013 0.284 9.813 0.0 0.0 -0.1 0.51
Cl -1.719 -0.554 9.891 0.0 -0.1 -0.1 0.51
C 8.309 -8.603 1.847 0.0 0.0 0.0 -2.06
Cl 7.760 -8.521 3.522 0.0 0.0 0.0 0.53
Cl 7.113 -9.462 0.875 0.0 -0.1 0.1 0.49
Cl 8.497 -6.960 1.211 0.0 0.0 0.0 0.51
Cl 9.856 -9.443 1.768 0.0 0.0 0.0 0.54
C 1.668 4.155 12.042 0.0 0.0 0.0 -2.05
Cl 2.539 2.773 11.369 0.1 0.1 0.0 0.50
Cl 0.070 4.248 11.293 0.0 0.0 0.0 0.51
Cl 1.486 3.940 13.783 0.0 0.0 0.0 0.53
Cl 2.566 5.637 11.714 0.0 0.0 0.0 0.54
C -2.916 0.666 13.441 0.1 0.0 0.0 -2.05
Cl -1.623 1.754 12.922 0.0 0.0 0.0 0.49
Cl -4.020 0.385 12.085 -0.1 0.0 0.1 0.50
Cl -2.222 -0.872 13.955 0.0 0.0 0.0 0.53
Cl -3.805 1.397 14.776 0.0 0.0 0.0 0.54
```
Forces are in eV/Å.


No. 2
Computed, not measured: C20H15F3N2O5PtS as an isolated structure, with ωB97M-V/def2-TZVPD.

Results
2S+1: 3
⟨S²⟩: 2.008
LUMO level (alpha / beta), eV: 4.17 / 4.17
Frontier orbital gap (alpha / beta), eV: 5.54 / 6.16
ΔE to the lowest compared entry with this formula, charge and spin, kcal/mol: 0.0
Max |F|, eV/A: 0.59
Net charge: -2

XYZ file:
```
47
Properties=species:S:1:pos:R:3:forces:R:3:lowdin_charge:R:1
Pt 1.160 0.326 0.076 0.0 -0.5 0.3 1.00
N 2.154 -1.849 0.675 0.1 -0.1 0.1 -0.08
C 3.522 -1.547 1.081 -0.1 0.0 0.0 -0.20
C 4.120 -0.365 0.314 -0.1 0.2 0.0 -0.59
O 5.358 -0.287 0.248 0.0 0.0 0.0 -0.04
N 3.237 0.505 -0.168 0.2 0.0 -0.2 -0.15
C 3.748 1.682 -0.837 0.0 -0.1 0.0 -0.17
C 2.629 2.607 -1.321 -0.2 -0.1 0.0 -0.69
O 2.965 3.695 -1.800 0.0 0.0 0.0 -0.04
O 1.423 2.175 -1.229 0.2 0.3 0.0 -0.21
H 1.644 -2.434 1.322 0.0 0.1 0.1 0.07
H 2.090 -2.256 -0.249 0.0 0.0 0.0 0.04
H 4.221 -2.380 0.975 0.0 -0.1 0.0 0.10
H 3.506 -1.260 2.135 0.0 0.0 0.0 0.11
H 4.345 1.407 -1.714 0.0 0.0 0.0 0.12
H 4.416 2.258 -0.192 0.0 0.0 0.0 0.12
F -6.246 0.102 6.147 0.0 0.0 0.1 0.11
C -5.031 0.576 6.528 0.1 0.1 -0.2 -0.57
F -4.658 -0.203 7.575 0.0 0.0 0.0 0.11
F -5.245 1.811 7.032 0.0 -0.1 0.0 0.11
C -4.036 0.568 5.418 0.0 0.0 0.1 -0.17
C -3.410 1.734 5.001 0.1 0.1 -0.1 -0.03
C -2.475 1.698 3.981 0.0 0.1 0.1 -0.03
C -2.127 0.495 3.345 0.1 0.0 -0.2 -0.26
C -2.784 -0.674 3.780 0.0 0.0 0.0 -0.03
C -3.716 -0.638 4.798 0.0 -0.1 -0.1 -0.04
C -1.156 0.456 2.311 -0.2 0.0 0.2 -0.17
C -0.313 0.429 1.424 -0.2 0.1 0.0 -0.30
H -3.656 2.675 5.474 0.0 0.0 0.0 0.11
H -1.988 2.607 3.652 0.0 0.0 0.0 0.11
H -2.541 -1.608 3.292 0.0 0.0 0.0 0.11
H -4.207 -1.551 5.115 0.0 0.0 0.0 0.11
O 0.799 0.593 -7.666 0.0 0.0 0.0 0.08
C 0.442 -0.631 -7.184 0.0 0.0 0.1 -0.50
O 0.263 -1.523 -7.978 0.0 -0.1 0.0 0.07
C 0.286 -0.748 -5.719 0.0 0.0 -0.1 -0.18
C -0.294 -1.908 -5.204 0.0 -0.1 0.1 -0.05
C -0.483 -2.065 -3.847 0.0 0.0 0.0 -0.14
C -0.101 -1.073 -2.919 0.0 0.0 -0.1 -0.69
S -0.387 -1.301 -1.218 0.1 0.3 -0.2 0.54
C 0.498 0.090 -3.447 0.0 0.0 0.0 -0.09
C 0.685 0.236 -4.807 0.0 0.0 0.1 -0.04
H 0.865 1.209 -6.928 0.0 0.0 0.0 0.08
H -0.595 -2.683 -5.899 0.0 0.0 0.0 0.11
H -0.938 -2.972 -3.467 0.0 0.0 0.0 0.08
H 0.826 0.874 -2.774 0.0 0.0 0.0 0.07
H 1.184 1.148 -5.129 0.0 0.0 0.0 0.11
```
Forces are in eV/Å.


No. 3
Computed, not measured: C20H15N6O2RbS2Se as an isolated structure, with ωB97M-V/def2-TZVPD.

Results
LUMO level, eV: 4.18
Frontier orbital gap, eV: 5.40
ΔE to the lowest compared entry with this formula, charge and spin, kcal/mol: 0.0
Max |F|, eV/A: 2.18
Net charge: -2

XYZ file:
```
47
Properties=species:S:1:pos:R:3:forces:R:3:lowdin_charge:R:1
Rb 1.067 -1.003 0.658 0.0 -0.1 0.5 0.72
N 0.895 -3.721 6.333 0.5 1.2 -0.9 -0.01
C 0.973 -2.948 5.159 0.3 -0.3 1.3 -0.96
S 0.665 -3.845 3.720 0.1 0.7 -0.1 0.34
N 1.294 -1.693 5.494 -0.1 -0.6 -0.8 -0.08
N 1.561 -0.830 4.463 -0.5 0.3 0.6 0.01
C 1.531 0.408 4.834 0.4 -1.5 -1.5 -0.14
C 1.690 1.478 3.849 0.0 -0.3 0.0 -0.30
C 1.337 2.745 4.261 -0.6 1.6 1.1 -0.07
C 1.199 3.767 3.331 0.2 -0.5 0.2 -0.08
C 1.495 3.465 2.021 0.0 1.3 0.9 -0.09
C 2.049 2.266 1.741 -0.8 -1.6 -0.8 -0.17
N 2.066 1.230 2.586 0.5 0.2 0.1 0.10
H 0.480 -4.609 6.349 -0.4 -0.8 -0.3 0.02
H 1.106 -3.240 7.174 0.0 0.3 0.6 0.04
H 1.294 0.671 5.842 -0.1 0.2 0.8 0.08
H 1.077 2.980 5.319 0.3 -0.5 -0.8 0.11
H 0.897 4.745 3.646 -0.3 0.4 0.1 0.09
H 1.346 4.106 1.191 -0.1 0.8 -0.4 0.09
H 2.242 2.127 0.685 0.6 -0.8 0.1 0.07
O 2.815 0.854 -0.863 0.8 0.5 0.9 -0.05
C 2.138 0.316 -1.729 -0.1 -0.6 -0.7 -0.83
O 2.090 -0.937 -1.949 -0.2 -0.4 0.1 -0.28
C 1.329 1.156 -2.654 -0.4 0.1 0.8 -0.24
C 1.877 1.339 -3.894 0.6 -0.3 -0.7 -0.09
C 1.237 2.036 -4.894 0.4 0.2 -0.2 -0.14
C 0.057 2.635 -4.541 -1.4 0.6 0.2 -0.15
C -0.519 2.488 -3.272 -0.7 -0.3 0.0 -0.14
C 0.088 1.714 -2.250 0.3 0.7 -0.5 -0.69
S -0.554 1.619 -0.620 -0.1 0.0 -0.5 0.40
H 2.853 0.918 -4.111 0.0 -0.2 0.1 0.12
H 1.665 2.104 -5.896 -0.1 0.2 0.2 0.08
H -0.464 3.263 -5.258 -0.1 -0.1 -0.1 0.08
H -1.538 2.898 -3.077 1.0 -0.1 -0.1 0.09
Se 0.122 -1.886 -3.339 0.4 0.1 -0.1 1.24
N -0.835 -1.655 -1.864 0.8 -0.2 -0.3 -0.19
C -2.058 -2.031 -2.167 0.0 0.8 0.3 -0.40
C -3.123 -1.835 -1.259 1.2 0.2 0.9 -0.02
C -4.348 -2.205 -1.591 -0.4 -0.6 -0.5 -0.11
C -4.575 -2.793 -2.841 -0.8 -1.1 -1.6 -0.11
C -3.603 -2.924 -3.789 -0.8 0.0 0.1 -0.05
C -2.300 -2.496 -3.496 0.3 0.2 0.5 -0.44
N -1.251 -2.507 -4.288 0.3 -0.1 -0.2 -0.24
H -2.898 -1.437 -0.292 0.2 0.3 0.3 0.12
H -5.138 -2.167 -0.907 -1.1 0.3 0.9 0.08
H -5.556 -3.236 -3.051 0.2 0.4 0.0 0.10
H -3.776 -3.329 -4.763 -0.3 -0.3 -0.4 0.10
```
Forces are in eV/Å.


What is the net charge in the second record?
-2


What is the formula in the first record?
C20H15BrCl52NO